# 1
15
Properties=species:S:1:pos:R:3:forces:R:3 method="wB97M-V/def2-TZVPD" lumo_ha=0.0262 gap_ha=0.380 largest_force_ev_per_a=2.1 charge=0 de_lowest_kj_mol=120.3 smiles="CC(N)=O.CO"
C 2.171665 -0.327308 0.312546 1.1 -0.8 1.4
C 0.827480 -0.696542 0.895149 -0.3 1.7 -1.1
N 0.678374 -1.295587 2.098340 0.0 -0.3 0.3
O -0.141302 -0.255069 0.288511 -0.2 -0.6 0.5
H 2.098269 -0.187554 -0.763997 0.1 0.1 0.3
H 2.952210 -1.029244 0.602605 0.0 -0.8 -0.5
H 2.619626 0.514235 0.856937 -0.8 0.5 -0.4
H -0.278070 -1.417693 2.380209 -0.1 0.0 0.0
H 1.349011 -1.870887 2.571324 0.4 0.1 -0.2
C -1.579706 0.631572 -2.042356 -0.7 1.0 -0.3
O -1.827256 1.868419 -1.351309 0.2 0.3 -1.5
H -0.516157 0.468951 -2.167604 0.2 -0.5 0.5
H -2.146507 -0.104751 -1.484779 0.5 -0.8 -0.3
H -1.961360 0.688301 -3.076919 -0.3 0.3 0.5
H -1.949844 1.671110 -0.436786 0.1 -0.3 0.8



# 2
60
Properties=species:S:1:pos:R:3:forces:R:3 method="wB97M-V/def2-TZVPD" s2=0.77 spin_multiplicity=2 lumo_ha="-0.4487 / -0.4328" gap_ha="0.196 / 0.212" largest_force_ev_per_a=0.8 charge=+3 de_lowest_kj_mol=98.0
Re -0.214854 -0.166325 -0.193907 -0.6 -0.3 0.0
C 3.166858 -0.403697 -0.398690 -0.2 0.2 0.0
O 1.939948 0.391740 -0.139233 0.2 0.2 -0.3
C 2.216987 1.791888 -0.518996 0.3 -0.2 0.1
C 1.107942 2.584006 0.048175 -0.6 0.1 -0.1
O -0.115206 2.000192 -0.496448 0.1 0.3 -0.1
C -0.532150 2.657320 -1.753334 0.2 -0.1 0.3
H 4.009623 0.241608 -0.174175 0.1 0.0 0.0
H 3.188467 -0.712734 -1.440466 0.0 0.0 0.0
H 3.181810 -1.237809 0.281737 0.0 -0.1 0.1
H 2.276479 1.846729 -1.604678 0.0 0.0 -0.1
H 3.171659 2.095979 -0.093550 0.0 -0.1 0.1
H 1.172680 3.637836 -0.211380 0.0 0.0 -0.1
H 1.049145 2.492186 1.126107 0.0 0.0 0.1
H -0.398031 3.725149 -1.612781 0.0 0.0 -0.1
H -1.579860 2.428786 -1.897280 0.0 0.0 0.0
H 0.066667 2.293392 -2.585536 0.0 0.0 0.0
S -2.243681 -0.115117 -1.224718 0.4 0.0 0.4
C -3.856156 0.075511 -0.425090 -0.1 0.1 -0.1
N -4.834189 0.191471 -1.296220 -0.1 0.0 0.0
C -6.268832 0.287554 -0.894033 0.3 0.0 -0.1
C -6.439366 -0.315140 0.487140 0.0 0.0 0.0
C -5.413554 0.264781 1.442488 0.2 0.0 -0.1
N -4.055934 0.086691 0.859880 -0.1 0.0 0.0
H -4.605765 0.203947 -2.280442 -0.1 0.0 0.0
H -6.842721 -0.250881 -1.642892 0.0 0.0 0.0
H -6.559847 1.336675 -0.924556 0.0 0.0 0.0
H -6.334064 -1.401016 0.439931 0.0 0.0 0.0
H -7.441839 -0.099791 0.853241 0.0 0.0 0.0
H -5.417834 -0.240291 2.404336 0.0 0.0 0.0
H -5.573754 1.329687 1.613365 0.0 0.0 0.0
H -3.250568 -0.031628 1.462883 0.0 0.0 0.1
C -1.099552 -2.834447 1.116276 0.1 0.0 -0.2
N -0.187049 -2.251593 -0.012949 0.0 -0.1 -0.2
C -0.626540 -2.986463 -1.338123 0.1 0.1 0.2
N -0.581438 -4.396234 -1.212365 0.1 0.1 0.4
C -1.480761 -4.821630 -0.126434 0.0 -0.1 0.0
N -1.057231 -4.253835 1.161809 0.3 0.1 -0.4
C 0.309790 -4.702278 1.451266 0.0 -0.1 0.0
N 1.217896 -4.268916 0.374232 -0.4 0.0 0.0
C 1.251241 -2.865923 0.281303 -0.1 0.1 0.2
C 0.780585 -4.851416 -0.903280 0.0 0.0 0.0
H -2.106607 -2.480028 0.902905 -0.1 0.0 0.0
H -0.748811 -2.418511 2.055256 0.0 0.0 0.1
H 0.040903 -2.634940 -2.128249 0.0 0.0 0.0
H -1.645617 -2.658194 -1.536146 -0.1 0.0 0.0
H -1.463872 -5.906292 -0.059292 0.0 0.0 0.0
H -2.497669 -4.500316 -0.352548 0.0 0.0 0.0
H 0.326343 -5.786672 1.511384 0.0 0.0 0.0
H 0.645537 -4.291538 2.403027 0.0 0.0 0.0
H 1.871540 -2.564264 -0.553899 0.0 0.0 -0.1
H 1.579511 -2.422446 1.223236 0.0 0.0 0.0
H 0.787406 -5.934708 -0.821317 0.0 0.0 0.0
H 1.462168 -4.553041 -1.699229 0.0 0.0 0.0
C 0.567642 0.551787 2.776715 -0.2 0.0 0.0
C -0.523929 0.160913 1.811817 0.7 0.2 -0.4
O -1.654279 -0.071910 2.133087 -0.2 -0.1 0.3
H 0.442878 -0.033434 3.689169 0.0 0.0 0.0
H 0.419699 1.601446 3.050595 0.0 -0.1 0.0
H 1.564353 0.415985 2.369276 0.0 0.0 0.0



# 3
61
Properties=species:S:1:pos:R:3:forces:R:3 method="wB97M-V/def2-TZVPD" lumo_ha=0.0274 gap_ha=0.292 largest_force_ev_per_a=1.1 charge=0 de_lowest_kj_mol=326.1 smiles="COc1ccc(N2CCN([C@@H](CNC(=O)OCc3ccccc3)c3ccco3)CC2)cc1"
C -8.115497 -2.428559 -0.590722 0.0 -0.2 0.0
O -7.813821 -1.066231 -0.747984 0.1 0.3 0.0
C -6.624526 -0.606138 -0.247455 0.0 0.0 0.0
C -5.675097 -1.376193 0.405893 -0.5 -0.1 -0.2
C -4.497515 -0.804721 0.861440 0.3 0.3 0.0
C -4.226850 0.552571 0.692743 -0.3 -0.3 0.0
N -3.090353 1.177851 1.203251 0.2 0.2 0.3
C -2.162001 0.443463 2.033061 0.1 -0.3 0.0
C -1.103195 -0.294978 1.203590 -0.1 0.1 0.2
N -0.397673 0.689421 0.406759 0.0 -0.1 0.1
C 0.839704 0.217825 -0.189882 0.0 0.0 -0.4
C 0.669910 -0.803526 -1.346794 0.0 0.0 0.5
N 1.941010 -1.129081 -1.952787 0.1 0.1 -0.3
C 2.913861 -1.728077 -1.224410 0.0 0.0 -0.4
O 2.753303 -2.278994 -0.164865 0.0 -0.2 0.4
O 4.096768 -1.657406 -1.882863 -0.1 0.1 -0.2
C 5.214559 -2.161818 -1.157320 0.2 -0.2 0.2
C 5.577370 -1.265707 -0.000381 0.0 0.0 -0.1
C 5.501623 0.113702 -0.143185 0.0 -0.1 -0.1
C 5.819522 0.945107 0.915288 0.0 0.0 0.0
C 6.221277 0.405220 2.124905 0.0 0.1 0.1
C 6.300713 -0.969188 2.271880 0.1 0.0 0.1
C 5.976521 -1.801837 1.215433 0.0 0.0 -0.1
C 1.668882 1.380653 -0.641980 0.5 0.0 1.0
C 2.571718 2.137128 0.043673 -0.5 -0.4 -0.3
C 3.068246 3.095757 -0.873433 -0.2 0.0 -0.5
C 2.433161 2.850429 -2.048748 0.6 0.6 0.2
O 1.582879 1.815187 -1.920913 -0.3 -0.3 -0.3
C -1.318842 1.367659 -0.483403 -0.2 0.3 0.1
C -2.361712 2.107665 0.365653 0.2 0.0 -0.4
C -5.207612 1.319940 0.049245 0.0 -0.1 -0.1
C -6.371923 0.755057 -0.415725 -0.1 -0.2 0.0
H -9.092252 -2.570812 -1.051050 0.1 0.0 0.0
H -7.382461 -3.066150 -1.097121 0.0 0.0 0.0
H -8.170708 -2.710751 0.466379 0.0 0.0 0.0
H -5.827233 -2.432446 0.566180 0.0 -0.1 0.0
H -3.788633 -1.452360 1.352673 0.1 0.0 0.0
H -1.647644 1.176795 2.663150 0.0 -0.1 0.0
H -2.704436 -0.243866 2.681338 0.0 0.0 0.0
H -1.593388 -1.057563 0.575351 0.0 0.0 0.1
H -0.390947 -0.790953 1.865381 0.0 -0.1 0.0
H 1.399232 -0.281740 0.609776 0.0 0.1 -0.2
H 0.021157 -0.400124 -2.123642 0.0 -0.1 0.0
H 0.238496 -1.723326 -0.945489 -0.1 0.1 -0.1
H 2.248496 -0.562111 -2.727327 0.0 0.0 0.1
H 6.026009 -2.203019 -1.889943 -0.1 0.0 0.1
H 4.991986 -3.171522 -0.796791 0.1 0.1 -0.1
H 5.183835 0.534395 -1.086537 -0.1 0.1 -0.1
H 5.753721 2.016100 0.793201 0.0 0.1 0.0
H 6.468864 1.053748 2.952471 0.0 0.0 0.1
H 6.608815 -1.394993 3.215461 0.0 0.0 0.1
H 6.026558 -2.873880 1.335988 0.0 -0.1 0.0
H 2.849941 2.017484 1.069841 0.0 -0.1 0.3
H 3.796287 3.857181 -0.682468 0.2 0.2 0.0
H 2.492615 3.317707 -3.011800 -0.1 0.0 -0.2
H -1.851566 0.664731 -1.149205 0.0 0.1 0.0
H -0.767920 2.083024 -1.094757 0.0 0.0 0.0
H -1.847434 2.821161 1.016801 0.0 0.0 -0.1
H -3.042216 2.650344 -0.287153 0.0 0.0 0.1
H -5.065985 2.382791 -0.070935 0.0 0.1 0.0
H -7.117575 1.357957 -0.909761 -0.1 0.1 -0.1